# 1
Formula: C26H69ClF4N4O18P
Source: the OMol25 dataset
Level of theory: ωB97M-V with the def2-TZVPD basis set

Geometry as XYZ:
```
123
Properties=species:S:1:pos:R:3:forces:R:3
C 2.61595 -3.58361 -3.16566 -0.143 -0.240 0.143
C 3.26240 -2.86301 -2.02245 0.030 -0.096 0.069
O 3.49478 -3.41732 -0.97876 0.206 0.051 0.108
O 3.65122 -1.58324 -2.16270 -0.201 0.095 -0.002
C 3.28463 -0.83973 -3.32893 0.234 0.166 -0.409
C 3.56021 0.62992 -3.10388 -0.169 -0.473 0.534
C 2.86645 1.18193 -1.84315 -0.014 -0.059 -0.563
C 1.90707 2.34080 -2.15081 0.503 -0.130 0.434
C 1.74500 3.35668 -1.00668 -0.703 0.219 -0.533
C 0.32305 3.45010 -0.41647 0.801 0.024 0.598
C 0.28572 2.81181 0.98184 0.041 0.004 -0.309
C -1.06712 2.21109 1.37506 -0.153 0.183 -0.126
C -0.98625 1.00344 2.34201 0.861 1.268 -0.023
P 0.21534 1.59205 3.68105 0.350 -1.276 1.419
N 0.23541 0.76047 5.01087 -0.365 0.299 -0.593
N -2.27705 0.84168 3.03834 0.274 -0.597 0.065
O -2.60068 1.78844 4.01966 -0.155 0.120 -0.149
C -2.78769 1.23286 5.20062 0.033 0.001 -0.383
N -3.05877 0.70726 6.18174 0.005 -0.084 0.418
C -3.03937 -0.12712 2.67041 0.004 -0.088 0.219
C -4.35785 -0.40150 3.27116 -0.275 0.377 0.448
C -4.51490 -1.78143 3.87802 -0.021 -0.526 -0.284
N -5.47182 -2.52244 3.54740 0.108 0.222 0.002
C -2.35730 -0.80500 1.50094 0.059 -0.139 -0.357
Cl -2.58878 -2.55757 1.55051 0.015 -0.180 -0.081
C -3.06775 -0.18587 0.26143 -0.303 0.325 0.413
C -4.37105 -0.80713 -0.27308 0.030 0.121 -0.749
C -4.19952 -1.70031 -1.48046 -0.268 -0.225 0.304
F -5.10562 -1.46384 0.70490 -0.030 0.054 0.234
C -0.80954 -0.40565 1.68260 -0.177 0.297 -0.602
C -0.10334 -1.43110 2.57540 0.108 0.268 0.396
C 1.38432 -1.20790 2.90496 -0.398 -0.094 0.382
C 2.21614 -2.41970 2.61269 0.383 0.159 0.074
F 2.45602 -2.58970 1.30734 -0.156 -0.097 0.059
F 1.63108 -3.53250 3.08532 -0.105 -0.197 -0.119
F 3.40532 -2.32146 3.23123 0.165 0.019 -0.060
C -0.05351 -0.27347 0.34851 0.392 -0.577 -0.281
C -0.00188 -1.55943 -0.46327 0.980 -1.275 -0.004
C 0.28807 -1.37761 -2.02563 -0.958 2.247 1.761
O -1.05489 -1.72441 -1.24569 -0.542 0.658 -0.653
H 2.18293 -4.48249 -2.74646 -0.051 -0.170 0.028
H 1.83514 -3.02461 -3.66322 0.037 0.151 -0.141
H 3.37808 -3.89678 -3.87359 0.118 0.112 -0.207
H 2.23707 -0.98107 -3.58772 -0.147 -0.161 0.197
H 3.87523 -1.18438 -4.17641 0.013 -0.157 -0.140
H 3.19544 1.13324 -3.99184 0.140 0.250 -0.175
H 4.63379 0.75585 -3.03663 0.139 0.219 -0.138
H 3.63217 1.49179 -1.13836 -0.002 0.090 0.194
H 2.32587 0.34665 -1.39933 0.028 0.043 0.409
H 0.93866 1.91650 -2.42022 -0.158 0.092 -0.194
H 2.30217 2.87702 -3.00959 -0.118 -0.091 -0.084
H 2.47776 3.18303 -0.22542 0.058 -0.110 0.136
H 1.98592 4.33175 -1.41518 0.162 0.161 0.010
H 0.12047 4.50777 -0.28178 -0.556 0.093 -0.225
H -0.39579 2.99247 -1.09126 -0.219 0.081 -0.091
H 0.58067 3.59810 1.66984 0.129 -0.062 0.286
H 1.08021 2.07143 1.00384 -0.023 -0.245 0.064
H -1.59391 1.96632 0.45984 -0.210 -0.186 0.010
H -1.66086 2.97814 1.87062 -0.124 0.123 0.052
H -0.11914 2.94004 3.85726 -0.042 0.141 -0.351
H 1.48132 1.61902 3.09658 -0.053 0.333 -0.337
H -0.42005 -0.00821 5.04168 0.027 -0.038 0.368
H -4.53294 0.30297 4.07945 -0.027 0.157 0.040
H -5.14168 -0.21321 2.54162 -0.001 -0.293 -0.315
H -3.75623 -2.05308 4.61458 0.084 0.033 0.124
H -5.45543 -3.39630 4.07540 -0.200 0.031 0.138
H -3.30479 0.84668 0.51596 -0.040 0.124 0.126
H -2.38782 -0.11602 -0.57100 0.187 -0.210 -0.147
H -4.97476 0.03311 -0.59952 -0.081 0.189 0.102
H -3.94028 -2.71043 -1.18013 0.256 -0.098 -0.021
H -3.46756 -1.27436 -2.15046 0.190 -0.063 -0.102
H -5.14188 -1.73302 -2.01770 -0.133 -0.111 -0.041
H -0.64071 -1.48587 3.52015 -0.130 -0.153 0.123
H -0.20094 -2.41549 2.14119 -0.153 -0.076 -0.206
H 1.84611 -0.33786 2.45441 0.141 -0.017 -0.288
H 1.46437 -1.06807 3.97613 0.095 0.145 0.148
H -0.50467 0.44491 -0.32555 -0.006 0.295 0.088
H 0.97916 0.02898 0.50736 0.046 0.147 0.268
H 0.50200 -2.40802 -0.02262 -0.116 -0.341 0.031
H -0.18533 -1.12834 -2.97180 0.696 -1.788 -0.903
H 0.51621 -0.30106 -1.82918 -0.659 0.284 -0.344
O 4.57578 4.40473 -0.76502 0.220 0.082 0.241
H 5.18069 4.83020 -0.14745 0.068 0.030 -0.062
H 5.15128 4.11509 -1.48107 -0.111 -0.027 -0.101
O 6.37503 -4.24837 -0.69339 -0.113 -0.020 0.024
H 5.66025 -3.62353 -0.51413 -0.118 -0.046 -0.057
H 6.47142 -4.74232 0.12682 0.099 -0.012 0.001
O 6.28340 0.11242 -4.66444 0.097 -0.061 -0.032
H 6.14529 -0.82397 -4.48861 0.018 -0.013 0.017
H 7.23382 0.18250 -4.80196 0.006 0.051 -0.028
O 2.41943 5.19423 1.95116 0.027 0.041 0.083
H 2.93975 5.59704 2.65527 0.043 -0.070 0.024
H 3.06879 4.91721 1.29265 -0.090 0.040 -0.104
O -4.56531 0.91837 -2.86074 -0.015 0.225 0.055
H -5.52154 1.02044 -2.83330 -0.017 -0.010 -0.036
H -4.27407 1.58348 -3.51057 0.057 -0.077 -0.147
O -5.96180 -4.52244 5.84176 0.110 -0.010 -0.044
H -5.56039 -5.37781 6.03403 0.038 0.013 0.039
H -6.34490 -4.25026 6.68206 -0.049 0.033 -0.017
O -3.61658 2.52964 -5.02947 0.163 0.164 0.312
H -3.06637 2.04113 -5.65056 -0.093 -0.025 -0.083
H -4.19813 3.02578 -5.61480 -0.077 -0.095 -0.025
O 3.61183 3.62257 -4.68875 0.073 0.010 -0.119
H 4.43899 3.41227 -5.13550 0.011 -0.013 0.017
H 2.94958 3.60136 -5.38698 0.002 0.074 -0.020
O 4.24129 -6.77949 -0.96555 0.042 0.017 -0.019
H 4.80658 -6.04085 -1.22362 0.048 0.066 0.013
H 3.83842 -6.48670 -0.14334 -0.060 0.030 -0.021
O -4.17079 1.50144 -7.54489 0.158 -0.071 -0.029
H -4.22404 0.54986 -7.38248 -0.278 0.034 -0.147
H -4.43098 1.58812 -8.46676 0.031 0.029 -0.024
O -3.50704 -4.69792 7.43793 0.028 -0.055 -0.041
H -2.55282 -4.81868 7.43207 0.009 -0.006 0.058
H -3.68785 -4.01884 6.78121 -0.054 -0.004 -0.002
O -5.36911 -1.27972 -7.59227 0.105 0.003 0.193
H -6.26437 -1.52911 -7.84169 -0.004 0.055 -0.092
H -5.30446 -1.52134 -6.66235 -0.022 -0.086 -0.009
O 1.09573 8.27745 2.33744 -0.006 -0.066 0.061
H 1.39873 7.36444 2.29876 -0.011 -0.054 -0.132
H 0.60873 8.40462 1.51829 0.010 0.045 -0.015
O 4.38947 0.35086 4.89948 -0.148 -0.070 -0.133
H 4.94793 -0.38771 4.63589 0.059 0.033 -0.009
H 3.58865 -0.06967 5.22962 -0.003 0.072 0.119
```
Positions in Å, forces in eV/Å.

**E_LUMO**: -4.066 eV
**HOMO-LUMO gap**: 7.960 eV
**Total charge**: +1
**Calculated total energy**: -103563.47094 eV



# 2
Formula: C26H69Cu2O25S8
Source: the OMol25 dataset
Level of theory: ωB97M-V with the def2-TZVPD basis set

Geometry as XYZ:
```
130
Properties=species:S:1:pos:R:3:forces:R:3
Cu -4.28343 -4.11068 -2.13263 -0.058 0.459 0.065
Cu -0.60495 -7.14006 -2.26503 0.420 0.013 -0.156
C 0.10894 -2.22812 0.62744 1.320 0.292 0.293
C -0.37461 -2.51370 -0.74295 -1.375 -0.820 -0.460
O -1.09191 -3.72124 -0.94823 0.912 1.593 -0.094
H -0.61964 -2.42463 1.41398 0.342 -0.184 -0.011
H 0.36825 -1.16971 0.60200 -0.270 0.236 0.330
H 1.09937 -2.67589 0.70899 -0.210 -0.560 0.791
H 0.35413 -2.20873 -1.49396 0.144 -0.768 -0.422
H -1.10555 -1.71120 -0.84219 -1.143 0.030 -0.589
O 3.68207 -5.67927 2.14385 -2.479 -1.370 0.447
S 2.55834 -6.59830 2.39494 0.714 -1.778 0.832
O 1.61385 -6.99608 1.33092 1.886 0.893 1.831
O 3.18036 -8.06134 3.03022 -0.427 1.827 -1.199
C 4.35938 -7.99372 3.91396 0.072 0.518 -0.193
C 5.71393 -7.79685 3.20012 -0.131 0.250 -0.512
C 1.54872 -6.14084 3.87670 -0.484 0.660 -0.569
H 4.31239 -8.87167 4.55823 -0.039 -0.401 -0.611
H 4.14895 -7.20846 4.64004 0.296 0.499 -0.157
H 6.47896 -7.42880 3.88377 -0.153 -0.086 0.258
H 5.66357 -7.06649 2.39257 -0.387 0.328 0.300
H 6.15943 -8.63738 2.66804 -0.467 -0.586 0.498
H 0.97050 -5.23202 3.71001 0.438 0.350 -0.579
H 2.10557 -5.95237 4.79458 0.390 -0.441 -0.325
H 0.73487 -6.85000 4.02777 0.614 -0.626 -0.120
O -1.24387 2.30663 -6.59322 1.195 1.013 2.604
S -0.51427 2.77967 -5.39287 0.259 -0.233 -1.079
O 0.68441 2.07653 -4.96296 -1.451 0.564 -0.189
O -0.01730 4.32672 -5.63268 0.363 -2.380 1.511
C -0.54675 5.07452 -6.69900 -0.055 1.604 -0.718
C 0.12016 6.50230 -6.64080 -1.565 -1.398 0.321
C -1.70253 2.99724 -3.95447 1.524 0.340 -1.378
H -1.61729 5.13285 -6.50243 -0.159 0.344 -0.510
H -0.35579 4.56375 -7.64280 -0.093 0.081 0.019
H -0.45986 7.15556 -7.29268 0.408 -0.056 -0.399
H 1.18686 6.46886 -6.86245 -0.225 0.128 0.034
H -0.11319 6.88202 -5.64610 0.548 0.055 0.149
H -2.35635 3.73616 -4.41771 -0.609 -0.371 0.504
H -1.16070 3.43613 -3.11668 0.159 0.091 -0.247
H -2.09888 2.03211 -3.63897 -0.280 0.194 -0.534
O 0.40171 3.63203 1.68829 -2.014 1.985 -0.870
S -0.20608 4.97005 1.59354 1.128 2.147 0.806
O -0.78782 5.65197 0.39360 1.319 -2.475 2.742
O -1.29662 5.05811 2.84719 1.224 -1.100 -1.306
C -2.04070 6.25029 3.07407 -0.428 1.539 1.382
C -2.04208 6.62239 4.61467 -0.633 -0.740 -0.537
C 1.13472 6.09371 2.32660 -0.594 -0.530 -0.486
H -3.05477 6.13841 2.69034 0.000 -0.260 0.119
H -1.62291 7.09477 2.52596 0.226 -0.086 -0.082
H -2.62582 5.95297 5.24651 0.370 -0.975 -0.343
H -2.64194 7.49490 4.87352 0.506 0.726 -0.810
H -1.03818 6.68909 5.03400 -0.063 0.151 -0.182
H 0.84149 7.14127 2.25773 -0.219 -0.192 0.077
H 2.09719 5.97769 1.82831 -0.351 -0.274 -0.534
H 1.32111 5.77327 3.35162 -0.498 -0.010 -0.015
O -5.39965 -0.35426 -1.84861 -0.210 0.516 0.086
S -6.41396 0.52147 -1.29946 0.469 1.634 0.728
O -6.52560 0.61179 0.15758 -0.127 -0.080 -2.403
O -6.17051 2.04999 -1.96795 -0.375 -3.032 0.845
C -6.87166 3.14147 -1.38463 1.371 2.659 1.614
C -5.95807 3.83933 -0.29709 -1.068 -0.936 -0.940
C -7.93131 0.15620 -2.12826 -0.300 -0.733 0.314
H -7.86900 3.05325 -0.95380 -0.059 -1.153 -0.270
H -6.95333 3.89578 -2.16722 -0.100 -0.364 -0.333
H -6.46304 4.77172 -0.04458 0.369 0.178 -0.003
H -4.98382 3.97482 -0.76673 0.000 0.326 0.289
H -5.87211 3.24173 0.61043 0.045 -0.074 -0.120
H -8.10557 -0.91911 -2.16621 0.293 -0.096 0.372
H -7.82137 0.45477 -3.17080 -0.220 0.504 0.290
H -8.74474 0.57289 -1.53429 -0.010 0.393 -0.490
O -3.08643 1.34794 6.44092 -0.574 -1.528 -1.820
S -3.53732 0.23100 5.60548 0.139 -1.271 1.865
O -2.99837 -1.12778 5.90961 -1.503 3.213 -1.174
O -5.17326 0.15032 5.68879 1.471 -0.702 -0.319
C -5.91907 1.33395 6.00353 -1.084 0.740 -0.288
C -7.18519 1.47771 5.13300 0.029 -1.067 -0.468
C -3.43776 0.54026 3.81221 0.703 -0.018 1.242
H -5.28489 2.21301 5.88880 0.006 -0.037 0.278
H -6.26355 1.21682 7.03101 0.313 0.244 0.066
H -7.84179 2.28016 5.46922 0.260 0.015 0.173
H -7.76375 0.55394 5.12747 -0.126 -0.127 0.695
H -7.05833 1.56763 4.05415 0.737 0.583 -0.034
H -3.76567 -0.40066 3.37035 -0.182 0.353 -0.136
H -2.39196 0.74788 3.58570 -0.022 -0.065 -0.037
H -4.03450 1.42747 3.60040 -0.137 -0.299 -0.102
O 5.99852 -4.68253 7.16363 0.443 -0.001 -0.660
S 6.29635 -3.40029 6.47485 -3.312 4.174 -0.317
O 7.25451 -3.43791 5.39443 0.167 -1.305 0.080
O 4.81583 -2.87709 5.86974 3.022 -2.044 1.229
C 4.86107 -1.79741 4.92511 -1.392 2.494 -1.218
C 3.46369 -1.12386 4.83038 0.406 -0.579 0.598
C 6.74256 -2.09421 7.68098 -1.000 -1.137 -0.554
H 5.12515 -2.06293 3.90146 0.264 -0.910 0.309
H 5.53716 -0.98651 5.19610 0.398 -0.298 0.523
H 3.11579 -0.77069 5.80112 0.096 -0.062 0.065
H 2.71160 -1.80883 4.43887 0.100 0.041 -0.111
H 3.55376 -0.24434 4.19285 0.044 -0.156 -0.153
H 7.26831 -1.30709 7.14048 0.502 -0.374 0.060
H 7.24334 -2.66217 8.46503 0.425 0.491 0.028
H 5.80302 -1.66913 8.03406 -0.079 -0.264 0.146
O 6.53235 2.34176 -1.34959 -1.294 -0.394 0.293
S 5.20272 2.12677 -0.82114 -0.410 0.687 0.806
O 5.04447 1.97741 0.64380 -0.219 0.196 -3.296
O 4.22804 3.37155 -1.31056 1.115 -1.696 1.548
C 4.32564 3.91969 -2.62201 -1.394 1.111 -0.961
C 3.59249 5.25365 -2.49377 1.044 1.483 -0.085
C 4.37619 0.79244 -1.79570 0.585 0.568 0.674
H 3.75091 3.34175 -3.34574 0.188 -0.613 0.074
H 5.33812 4.06180 -2.99988 0.097 -0.140 0.455
H 4.15622 5.83260 -1.76224 -0.437 -0.101 0.673
H 2.51892 5.28724 -2.30826 0.172 -0.704 0.407
H 3.71000 5.95488 -3.31996 0.177 -0.624 -0.780
H 3.37558 0.57109 -1.42436 0.176 0.244 0.228
H 5.01529 -0.08955 -1.75370 -0.006 0.128 -0.070
H 4.30484 1.19831 -2.80479 0.153 -0.163 0.039
O -1.39158 -5.16180 -8.01208 1.663 0.806 1.696
S -0.31171 -4.92779 -7.05284 0.533 -1.685 -0.301
O -0.41368 -5.58282 -5.71576 0.308 1.696 -2.193
O 1.12129 -5.46932 -7.68747 -1.878 0.339 3.927
C 1.28345 -5.59910 -9.04197 0.936 0.394 -3.190
C 0.87395 -6.96048 -9.57507 -1.112 0.130 0.172
C 0.14347 -3.15231 -6.92389 -0.506 0.106 -0.070
H 2.34127 -5.41706 -9.23167 0.177 -0.123 0.208
H 0.81669 -4.73897 -9.52200 -0.467 -0.274 -0.438
H -0.14897 -7.08597 -9.22012 0.047 -0.593 0.384
H 1.54477 -7.75414 -9.24615 -0.182 0.076 0.167
H 0.71054 -7.07205 -10.64696 0.643 0.566 -0.151
H -0.12848 -2.62274 -7.83697 -0.092 -0.506 -0.280
H 1.21423 -3.00354 -6.78439 -0.109 -0.527 0.205
H -0.41689 -2.63441 -6.14551 -0.021 -0.442 0.211
```
Positions in Å, forces in eV/Å.

**E_LUMO (alpha / beta)**: -10.697 / -13.171 eV
**HOMO-LUMO gap (alpha / beta)**: 4.495 / 2.021 eV
**Total charge**: +3
**2S+1**: 3
**Calculated total energy**: -255185.51992 eV